40
Properties=species:S:1:pos:R:3:forces:R:3 method="wB97M-V/def2-TZVPD" charge=-1 max_force_ev_per_a=1.82 relative_energy_kcal_mol=8.2 e_tot_ha=-1197.74828 homo_ha=-0.26659 gap_ev=9.8
O -2.0597 -2.4541 3.6986 0.0786 -0.0410 -0.0156
O 0.9575 -0.9287 -0.3821 -0.2858 0.1063 -0.7555
O 2.8138 1.7540 0.8933 -0.4100 -0.0740 -0.0336
O -0.3016 0.8277 -0.6490 0.3682 -0.6130 -0.5086
O -2.7491 2.2225 1.0189 -0.1066 0.1027 0.0052
O 2.1885 -3.1216 -2.0016 0.1921 -0.2215 -0.0701
O 0.8469 0.1356 -3.4821 -0.0083 -0.1346 0.0811
O -2.3579 2.0622 -2.2865 0.2114 -0.0093 -0.1433
O 3.0950 0.9713 -1.7817 0.0013 -0.2485 0.1045
O -2.6300 -0.8732 -2.6624 0.3904 -0.0418 0.1666
O 1.9641 -1.6652 2.0625 0.5974 -0.4958 0.3171
O -0.3597 -0.2586 1.2019 0.1633 -0.4145 -0.6240
O -1.4698 -2.7286 0.1890 -0.1096 -0.0454 -0.0315
O -1.5829 0.7116 3.5926 0.3069 -0.4775 0.0115
O 0.1161 3.5468 0.5223 -0.0641 -0.0094 0.0180
N 0.0895 -0.1455 0.0243 -0.2477 0.9958 1.5040
H 0.5005 -0.0261 -2.5901 -0.1490 0.0772 -0.1030
H 1.9064 -1.8826 1.1229 -0.2197 0.3603 0.2340
H 1.5070 -3.4600 -1.4127 -0.0200 0.1590 -0.0134
H 1.5108 -0.8188 2.1269 -0.1208 -0.0433 -0.1732
H 0.5295 2.6737 0.5778 -0.0300 0.1107 -0.0652
H 2.9449 -2.9624 -1.4269 -0.0950 0.0554 -0.0089
H 2.3937 0.3092 -1.9026 0.0728 0.1558 -0.2425
H -0.9221 0.7822 4.2898 -0.0341 -0.0104 -0.0613
H -2.5579 1.3166 0.7550 0.0769 0.0689 -0.0269
H 3.8920 0.5390 -2.1028 -0.0576 0.0184 0.0060
H -1.0855 0.4065 2.8100 -0.2248 0.5089 0.0462
H -1.9875 2.7236 0.6987 0.0553 -0.0622 0.0411
H -2.3829 -1.4133 -1.8992 -0.0403 0.0607 -0.0143
H -2.2324 2.7695 -2.9266 0.0156 -0.0816 0.0074
H -1.4687 1.8686 -1.9569 -0.0602 0.1641 0.1670
H 0.6412 -0.6698 -3.9687 -0.0377 0.0163 0.1153
H -0.7344 -3.2600 -0.1247 0.0174 0.0279 0.0360
H -2.2146 -0.0092 -2.4967 -0.4507 -0.1705 -0.1214
H 2.6736 1.3750 0.0023 0.4004 0.2400 0.2259
H -2.9926 -2.2872 3.8620 0.0443 0.0820 -0.0659
H -1.1040 -2.2244 0.9336 -0.0742 -0.0040 -0.1289
H -1.7041 -1.5885 3.4536 -0.1468 0.0301 0.1636
H 3.7640 1.7138 1.0214 -0.0083 -0.0578 -0.0299
H 0.5625 4.0683 1.1959 0.0090 -0.0842 -0.0135